[1]
{"formula": "C17H33Li2O11P", "method": "wB97M-V/def2-TZVPD", "de_lowest_kj_mol": 111.1, "charge": -2, "energy_ev": -50390.65730, "homo_energy_ev": 0.612, "symbols": ["Li", "Li", "P", "O", "O", "O", "O", "O", "C", "O", "O", "H", "C", "C", "C", "O", "C", "H", "H", "H", "H", "H", "H", "H", "H", "C", "C", "C", "O", "C", "H", "H", "H", "H", "H", "H", "H", "H", "C", "C", "C", "O", "C", "H", "H", "H", "H", "H", "H", "H", "H", "C", "C", "C", "O", "C", "H", "H", "H", "H", "H", "H", "H", "H"], "coordinates": [[-3.48750, 0.37468, 1.74845], [-2.48433, 3.17956, 0.29497], [-4.65407, 2.13579, 0.52447], [-3.56050, 2.32833, 1.61727], [-4.73264, 0.56811, 0.33471], [-4.07089, 2.84088, -0.75326], [-6.05002, 2.62681, 0.73822], [0.49043, 0.33985, 0.51043], [-0.87938, 0.58652, 0.52957], [-1.56446, -0.10150, 1.33520], [-1.38090, 1.48256, -0.16989], [0.44787, -0.45882, 1.08191], [2.92796, 1.81092, -0.87364], [3.63775, 3.11497, -1.21309], [3.67408, 3.19028, -2.72674], [2.60221, 2.38597, -3.19403], [2.07831, 1.56617, -2.16908], [2.26572, 1.85342, -0.01564], [3.60409, 0.96968, -0.68929], [4.67020, 3.19072, -0.85288], [3.12296, 3.93806, -0.71328], [4.61919, 2.82307, -3.14057], [3.46529, 4.21205, -3.05672], [1.99809, 0.51855, -2.45141], [1.10636, 1.96004, -1.85228], [-2.08476, -2.73080, -2.84210], [-3.22388, -2.86866, -3.86482], [-3.71233, -1.42908, -3.97671], [-3.25861, -0.71153, -2.86348], [-2.02980, -1.24876, -2.42447], [-1.11030, -3.03256, -3.24579], [-2.17269, -3.33434, -1.93738], [-3.88503, -3.63533, -3.45820], [-2.81659, -3.22809, -4.81082], [-4.79975, -1.36240, -4.01456], [-3.27271, -1.02724, -4.90238], [-2.02140, -1.17140, -1.33353], [-1.12505, -0.72016, -2.75394], [0.19471, 0.71106, 4.68402], [1.43872, 1.14543, 3.97638], [1.83442, 2.38897, 4.78501], [0.59366, 2.99249, 5.16638], [-0.47042, 2.04776, 5.07546], [0.39354, 0.16973, 5.61232], [-0.52196, 0.17318, 4.06157], [1.25081, 1.39585, 2.93163], [2.20877, 0.37058, 4.01235], [2.38964, 3.15333, 4.23717], [2.45758, 2.12831, 5.65143], [-1.17381, 2.32011, 4.28805], [-0.92700, 1.86411, 6.04994], [1.17829, -2.69078, -1.15120], [0.63873, -3.89736, -0.40194], [1.10379, -3.61372, 1.05434], [2.29990, -2.85468, 0.86408], [2.54573, -2.58442, -0.51947], [0.62009, -1.77212, -0.97339], [1.20951, -2.93050, -2.21586], [0.88906, -4.87849, -0.79890], [-0.45254, -3.79770, -0.41728], [1.40439, -4.56333, 1.50709], [0.27200, -3.19586, 1.62059], [3.18600, -3.36808, -0.95514], [3.10349, -1.65017, -0.55987]], "forces_ev_per_angstrom": [[0.091, 0.682, -1.154], [-0.851, -1.202, -0.438], [-1.431, -1.341, -3.317], [0.931, 0.469, 1.725], [0.830, -0.146, 0.828], [1.031, 0.364, 0.659], [-0.970, 0.993, 1.384], [-0.466, -1.096, 0.371], [-3.054, 1.897, -0.043], [1.138, -1.172, 0.540], [2.239, -0.073, -0.177], [0.721, 0.463, -0.224], [0.150, -0.876, -0.943], [0.802, 0.196, 0.881], [-0.957, 0.150, 0.085], [0.316, -0.206, -0.642], [-0.420, 0.830, 2.059], [0.019, 0.172, 0.016], [0.203, 0.173, -0.103], [-0.093, -0.273, 0.215], [-0.201, 0.141, -0.483], [0.053, 0.093, 0.009], [0.342, -0.032, -0.217], [0.088, 0.037, -0.198], [-0.331, -0.422, -0.667], [1.541, 0.000, 0.253], [0.966, -0.556, 0.798], [-0.201, -0.059, -0.287], [0.070, 0.117, -0.152], [-0.410, -0.463, 0.779], [-0.109, 0.009, -0.203], [-0.547, -0.137, -0.155], [-0.581, 0.387, -0.301], [-0.194, -0.049, -0.074], [0.039, 0.240, -0.032], [-0.199, 0.219, -0.049], [-0.117, 0.217, -0.054], [-0.295, 0.124, -0.546], [-1.282, 0.342, 0.217], [0.980, 0.119, -0.014], [-0.338, 0.131, -0.336], [0.265, 0.198, 0.320], [0.615, -1.139, -0.262], [0.224, -0.250, -0.204], [0.287, -0.326, -0.016], [-0.099, 0.016, 0.037], [0.073, 0.109, -0.123], [0.002, -0.148, -0.218], [-0.259, -0.093, 0.201], [-0.179, 0.376, 0.300], [-0.359, 0.667, -0.051], [0.687, -0.269, -0.659], [-1.950, 0.999, 1.031], [0.641, -1.685, -1.915], [0.063, 0.614, 0.957], [0.060, -0.487, 0.249], [-0.251, -0.161, -0.012], [0.079, 0.394, -0.063], [0.432, 0.118, -0.050], [0.035, -0.447, -0.086], [-0.134, 0.073, 0.337], [0.506, 0.792, 0.192], [0.109, -0.021, 0.184], [-0.348, 0.211, -0.158]], "lowdin_charge": [0.63, 0.65, -0.20, -0.60, -0.56, -0.56, -0.47, 0.02, -0.80, -0.11, -0.05, 0.09, -0.15, -0.18, -0.22, -0.14, -0.18, 0.09, 0.10, 0.10, 0.11, 0.11, 0.11, 0.11, 0.12, -0.17, -0.17, -0.22, -0.08, -0.19, 0.09, 0.09, 0.10, 0.09, 0.12, 0.11, 0.12, 0.12, -0.18, -0.17, -0.21, -0.15, -0.18, 0.11, 0.11, 0.11, 0.11, 0.11, 0.10, 0.13, 0.11, -0.18, -0.16, -0.18, -0.15, -0.20, 0.10, 0.11, 0.11, 0.10, 0.11, 0.12, 0.11, 0.11]}



[2]
{"formula": "C17H33NO2", "method": "wB97M-V/def2-TZVPD", "de_lowest_kj_mol": 22.2, "charge": 0, "energy_ev": -23750.21285, "smiles": "COC(=O)CCCCCCCCCCN1CCCCC1", "homo_energy_ev": -8.202, "symbols": ["C", "H", "H", "H", "O", "C", "O", "C", "H", "C", "C", "C", "C", "C", "C", "C", "C", "H", "H", "C", "N", "C", "C", "C", "C", "C", "H", "H", "H", "H", "H", "H", "H", "H", "H", "H", "H", "H", "H", "H", "H", "H", "H", "H", "H", "H", "H", "H", "H", "H", "H", "H", "H"], "coordinates": [[-7.89864, -1.45660, -1.11620], [-7.34196, -1.93610, -1.92392], [-8.36952, -2.23133, -0.50781], [-8.64670, -0.77770, -1.51710], [-7.02820, -0.66589, -0.31914], [-6.01531, -1.31344, 0.27281], [-5.83441, -2.49724, 0.16633], [-5.13406, -0.35698, 1.03679], [-4.66417, -0.89541, 1.86005], [-4.05573, 0.19585, 0.09629], [-3.10964, 1.14800, 0.82298], [-2.04293, 1.70962, -0.11458], [-1.09932, 2.66813, 0.61063], [-0.00500, 3.25087, -0.29432], [1.33871, 2.52437, -0.20522], [1.29920, 1.08531, -0.71500], [2.68851, 0.46710, -0.87030], [2.58437, -0.50280, -1.36221], [3.29858, 1.10612, -1.51252], [3.40103, 0.26403, 0.47693], [4.67089, -0.42854, 0.43632], [4.59926, -1.81855, 0.03526], [5.90619, -2.51792, 0.40273], [7.07488, -1.83109, -0.29565], [7.06911, -0.34872, 0.06197], [5.71542, 0.26458, -0.28950], [5.69700, 1.31814, 0.00108], [5.56965, 0.20600, -1.38388], [7.23826, -0.23423, 1.13363], [7.86161, 0.17851, -0.47242], [8.01931, -2.29054, 0.00227], [6.97086, -1.94534, -1.37786], [6.04422, -2.45820, 1.48325], [5.85292, -3.57022, 0.11751], [3.76450, -2.28775, 0.56207], [4.42871, -1.93154, -1.05135], [3.58670, 1.23732, 0.93954], [2.74403, -0.30489, 1.14278], [0.71381, 0.46748, -0.03182], [0.80424, 1.07299, -1.68975], [2.06870, 3.08336, -0.79695], [1.67613, 2.53762, 0.83271], [0.16686, 4.29301, -0.01534], [-0.35087, 3.24601, -1.33027], [-0.63593, 2.15306, 1.45449], [-1.69868, 3.48434, 1.02094], [-1.47757, 0.88434, -0.54784], [-2.53105, 2.24199, -0.93458], [-2.62498, 0.61792, 1.64591], [-3.68440, 1.97171, 1.25273], [-3.48625, -0.63745, -0.32089], [-4.53865, 0.72199, -0.73004], [-5.74079, 0.46069, 1.42533]], "forces_ev_per_angstrom": [[-0.082, -0.345, -0.143], [-0.078, 0.029, 0.045], [0.015, 0.056, -0.076], [0.041, -0.020, 0.026], [-0.043, 0.397, 0.038], [0.125, 0.049, 0.333], [0.007, -0.132, -0.064], [0.013, -0.102, -0.276], [-0.077, -0.017, -0.014], [-0.008, 0.108, 0.346], [0.019, -0.119, -0.479], [-0.056, 0.074, 0.491], [-0.043, 0.026, -0.396], [0.168, 0.015, 0.323], [-0.259, -0.059, -0.188], [0.322, 0.160, -0.047], [-0.054, -0.129, 0.293], [0.068, -0.001, -0.075], [0.023, -0.016, -0.093], [-0.122, 0.106, -0.247], [0.048, -0.025, -0.014], [0.092, -0.174, 0.230], [-0.088, -0.038, -0.298], [0.007, 0.041, 0.279], [-0.058, 0.021, -0.309], [0.236, 0.067, 0.211], [-0.029, 0.013, -0.069], [-0.012, 0.060, 0.024], [0.031, 0.066, 0.042], [0.040, 0.033, 0.024], [0.022, -0.024, -0.078], [0.038, -0.031, -0.062], [-0.031, -0.051, 0.060], [-0.002, -0.044, 0.036], [-0.034, 0.001, -0.067], [-0.049, -0.017, 0.042], [-0.087, -0.022, 0.060], [-0.052, 0.077, 0.037], [-0.135, -0.085, -0.010], [-0.112, -0.043, 0.022], [0.107, 0.003, 0.034], [0.077, 0.071, 0.049], [-0.028, 0.034, -0.087], [-0.013, 0.067, -0.084], [0.009, -0.013, 0.132], [-0.013, -0.023, 0.090], [0.024, -0.045, -0.116], [0.015, -0.010, -0.094], [0.002, 0.004, 0.105], [-0.014, 0.037, 0.096], [-0.005, -0.010, -0.065], [0.017, -0.020, -0.070], [0.017, -0.004, 0.056]], "lowdin_charge": [-0.05, 0.10, 0.10, 0.09, -0.04, -0.52, 0.11, -0.10, 0.13, -0.20, -0.22, -0.23, -0.21, -0.21, -0.22, -0.22, -0.19, 0.11, 0.11, -0.20, -0.18, -0.21, -0.19, -0.21, -0.19, -0.21, 0.12, 0.12, 0.11, 0.11, 0.11, 0.11, 0.11, 0.11, 0.12, 0.12, 0.11, 0.12, 0.11, 0.11, 0.11, 0.11, 0.10, 0.11, 0.11, 0.11, 0.10, 0.12, 0.12, 0.12, 0.12, 0.12, 0.12]}



[3]
{"formula": "C17H33O11S4", "method": "wB97M-V/def2-TZVPD", "charge": -1, "energy_ev": -84028.49361, "homo_energy_ev": -5.207, "symbols": ["C", "C", "C", "O", "O", "C", "C", "S", "O", "O", "O", "H", "H", "H", "H", "H", "H", "H", "H", "H", "C", "C", "C", "S", "O", "O", "C", "H", "H", "H", "H", "H", "H", "H", "H", "C", "C", "C", "S", "O", "O", "C", "H", "H", "H", "H", "H", "H", "H", "H", "C", "C", "C", "S", "O", "O", "C", "H", "H", "H", "H", "H", "H", "H", "H"], "coordinates": [[-2.36869, -0.48636, 1.07882], [-1.30652, 0.34798, 0.29458], [0.03772, -0.39700, 0.04131], [0.28971, -1.36518, 0.70634], [0.85032, 0.06572, -0.96882], [1.46447, 1.33150, -0.65639], [0.66598, 2.59209, -1.11777], [1.05854, 3.08907, -2.86148], [1.96008, 4.25482, -2.81571], [1.60419, 1.90108, -3.53536], [-0.24004, 3.55472, -3.56405], [-2.97094, -1.16176, 0.42260], [-1.90166, -1.10617, 1.86417], [-3.09835, 0.24516, 1.50705], [-1.06998, 1.28643, 0.86508], [-1.66538, 0.71115, -0.70297], [2.43396, 1.35480, -1.21479], [1.72811, 1.46228, 0.42004], [-0.43653, 2.49537, -1.07702], [1.01754, 3.45102, -0.49651], [-2.16890, 6.68986, -3.22377], [-3.23727, 7.61481, -2.62756], [-3.10243, 7.54932, -1.10352], [-1.38297, 7.15859, -0.77100], [-1.32210, 5.85517, -0.15654], [-0.73634, 8.31322, -0.18874], [-0.88019, 7.00955, -2.47871], [-2.05698, 6.84046, -4.29727], [-2.44659, 5.64612, -3.05625], [-3.06299, 8.63960, -2.96889], [-4.24174, 7.33053, -2.94566], [-3.35317, 8.49944, -0.63435], [-3.71547, 6.75355, -0.68105], [-0.12222, 6.22944, -2.57982], [-0.47321, 7.97288, -2.79074], [0.43817, -4.43072, 4.02539], [-0.25049, -5.65403, 3.41256], [-1.75872, -5.38086, 3.41504], [-1.94297, -3.59880, 3.32243], [-2.54211, -3.13235, 4.55247], [-2.47515, -3.24035, 2.02863], [-0.20012, -3.21856, 3.35956], [1.51508, -4.45044, 3.86784], [0.25326, -4.40726, 5.10442], [0.09602, -5.78955, 2.38813], [-0.01495, -6.56771, 3.96140], [-2.25323, -5.83825, 2.55973], [-2.22696, -5.71965, 4.33928], [-0.03689, -2.29073, 3.90535], [0.13938, -3.11310, 2.33055], [3.31227, -3.14338, -1.13970], [4.20196, -4.38623, -1.25653], [3.75901, -5.37084, -0.16929], [2.02286, -5.03342, 0.13105], [1.87816, -4.52951, 1.47827], [1.22898, -6.13556, -0.36050], [1.88802, -3.66498, -1.00443], [3.41676, -2.48734, -2.00359], [3.58773, -2.57398, -0.24780], [4.06555, -4.84004, -2.24187], [5.25922, -4.13764, -1.15475], [3.87420, -6.40531, -0.48864], [4.29975, -5.20813, 0.76291], [1.19508, -2.92367, -0.60930], [1.52016, -4.05689, -1.95391]], "forces_ev_per_angstrom": [[-0.166, 0.668, -0.491], [0.241, 0.413, -0.508], [-1.483, 0.676, 0.330], [0.745, -0.206, -0.538], [-0.185, -0.292, 1.312], [0.663, 1.580, -0.767], [0.374, 0.150, -0.082], [-2.312, 1.728, -3.610], [-0.022, -1.027, 0.912], [-0.046, 0.439, 1.099], [2.172, -1.347, 2.416], [0.752, 0.444, 0.438], [-0.366, 0.641, -0.509], [0.576, -0.666, -0.093], [-0.055, -0.775, -0.426], [0.120, -0.371, 0.850], [-0.858, -0.248, 0.391], [-0.476, -0.587, -0.525], [0.764, 0.051, 0.116], [-0.522, -0.563, -0.478], [-0.172, -0.086, 0.105], [0.012, 0.046, -0.165], [-0.517, 0.163, -0.129], [0.336, -0.010, -0.569], [0.018, 0.252, 0.309], [-0.060, -0.208, 0.315], [0.099, -0.205, -0.355], [0.038, -0.058, 0.045], [0.158, -0.004, -0.065], [0.000, -0.027, 0.038], [0.026, 0.025, 0.034], [0.112, -0.099, 0.144], [0.137, -0.019, 0.043], [-0.017, -0.051, 0.123], [-0.007, 0.003, 0.128], [-0.081, -0.092, 0.221], [0.074, -0.061, -0.041], [0.106, -0.528, 0.063], [0.477, -0.044, -0.222], [-0.251, 0.046, -0.174], [-0.367, -0.268, 0.446], [0.363, -0.038, 0.080], [-0.074, 0.019, -0.064], [-0.014, 0.037, -0.024], [-0.013, 0.048, 0.073], [-0.056, 0.028, -0.002], [-0.110, 0.156, 0.047], [-0.059, 0.154, -0.023], [-0.188, 0.034, -0.062], [-0.071, 0.039, 0.047], [0.117, -0.012, 0.072], [0.024, 0.074, -0.108], [0.514, -0.098, -0.103], [-0.007, 0.381, -0.699], [0.063, -0.349, -0.103], [-0.071, -0.076, 0.487], [0.016, 0.320, -0.207], [-0.057, 0.010, 0.066], [-0.076, 0.029, -0.044], [-0.014, 0.013, 0.045], [-0.037, -0.043, 0.004], [-0.142, -0.011, 0.156], [-0.136, 0.000, 0.027], [-0.005, -0.114, 0.124], [-0.003, -0.085, 0.079]], "lowdin_charge": [-0.09, -0.13, -0.44, 0.10, -0.02, -0.20, -0.20, 0.46, -0.41, -0.39, -0.46, 0.08, 0.04, 0.08, 0.13, 0.12, 0.13, 0.13, 0.08, 0.10, -0.22, -0.23, -0.23, 0.66, -0.32, -0.34, -0.22, 0.12, 0.12, 0.11, 0.11, 0.10, 0.10, 0.10, 0.11, -0.23, -0.22, -0.22, 0.67, -0.33, -0.33, -0.23, 0.10, 0.12, 0.09, 0.11, 0.10, 0.10, 0.11, 0.07, -0.21, -0.22, -0.22, 0.69, -0.32, -0.33, -0.22, 0.12, 0.12, 0.12, 0.11, 0.10, 0.10, 0.08, 0.11]}